17
Properties=species:S:1:pos:R:3:forces:R:3:lowdin_spin:R:1 method="wB97M-V/def2-TZVPD" homo_lumo_gap_ha="0.33646 / 0.22864" multiplicity=2 homo_energy_ev="-8.27 / -8.26" lumo_ev="0.89 / -2.04" s2=0.75
C 1.845431 1.075068 -0.845385 -0.34 -0.25 0.14 0.000
S 2.878472 -0.168093 -0.049942 0.20 -0.15 0.17 0.002
C 1.655185 -1.459098 0.372255 0.99 0.78 0.34 0.019
H 1.191086 0.589599 -1.566534 0.06 0.07 -0.23 0.000
H 1.200778 1.582108 -0.124874 0.25 0.08 -0.08 0.000
H 2.512733 1.771736 -1.349587 -0.09 0.02 0.03 0.000
H 2.094795 -1.996716 1.210947 -0.04 -0.16 -0.08 0.000
H 1.531939 -2.115804 -0.474953 -0.49 -0.14 -0.11 0.000
H 0.774664 -0.945433 0.740609 -0.29 -0.32 -0.24 0.020
C -3.907449 -0.355637 -0.083503 0.50 -0.52 0.26 0.002
C -2.582887 0.223752 -0.563519 -0.10 -0.22 0.94 0.100
S -1.365974 0.374615 0.753214 -0.08 -0.06 0.05 0.817
H -3.805875 -1.428036 0.069002 -0.01 -0.20 -0.21 0.000
H -4.109131 0.012644 0.922392 -0.39 0.36 -0.25 0.001
H -4.713098 -0.180854 -0.793614 -0.11 0.13 0.14 0.000
H -2.122993 -0.340186 -1.367179 0.03 0.02 -0.30 0.017
H -2.707837 1.247149 -0.864362 -0.07 0.56 -0.57 0.022



9
Properties=species:S:1:pos:R:3:forces:R:3:mulliken_charge:R:1 method="wB97M-V/def2-TZVPD" homo_lumo_gap_ha="0.24703 / 0.24782" homo_energy_ev="-7.31 / -7.51" lumo_ev="-0.59 / -0.76"
C 1.019087 1.999031 -0.056986 -0.10 -5.54 0.00 -0.182
C 1.153478 0.763042 -0.037386 0.92 4.36 -0.58 -0.066
C 1.266587 -0.587091 -0.078253 -3.00 -1.86 1.68 0.009
O 1.975636 -1.480225 0.242296 0.45 0.36 -0.70 -0.370
Si -1.499111 -0.907737 0.001376 2.06 0.71 1.00 0.348
H 1.196791 2.957061 0.207284 0.22 2.65 0.26 0.432
H -2.197655 -1.721276 1.114654 0.46 0.80 -0.88 -0.040
H -1.695461 0.582535 -0.188986 -0.41 -0.83 0.25 -0.062
H -1.219356 -1.605336 -1.203998 -0.59 -0.65 -1.02 -0.069



19
Properties=species:S:1:pos:R:3:forces:R:3:mulliken_charge:R:1 method="wB97M-V/def2-TZVPD" homo_lumo_gap_ha=0.35762 homo_energy_ev=-8.93 lumo_ev=0.80 smiles="C=CC=C(C)C.O"
C -0.684700 1.824591 -0.165763 0.48 -0.98 1.97 -1.288
C -0.053649 0.692820 -0.926633 2.90 0.53 0.30 1.072
C -0.018257 -0.587628 -0.563741 -1.09 0.17 1.16 -0.383
C -0.872402 -1.031998 0.561589 -0.61 0.62 -0.59 -0.385
C -2.124214 -1.361385 0.254066 -0.47 -0.85 3.39 -0.706
C 1.028405 1.150935 -1.891254 -0.83 -1.95 -1.41 -1.359
H -1.111507 2.584448 -0.801777 -0.64 0.00 -0.09 0.351
H 0.072059 2.373775 0.475157 -0.35 -0.63 -0.90 0.277
H -1.324227 1.332267 0.602948 -0.37 1.03 -0.81 0.375
H 0.531100 -1.376205 -1.024564 0.81 0.02 -0.62 0.397
H -0.504736 -0.849605 1.591887 -0.67 -0.27 -0.68 0.079
H -2.462597 -1.719047 -0.678704 -0.13 0.34 -1.22 0.327
H -2.851900 -1.503088 1.092072 0.56 -0.03 -0.76 0.236
H 1.835819 0.363232 -1.969917 -0.76 1.09 0.05 0.326
H 1.418885 2.119869 -1.655873 0.28 0.46 0.12 0.367
H 0.497902 1.175431 -2.865473 0.73 0.41 0.05 0.275
H 2.828643 -0.536670 2.085593 -0.23 0.88 0.15 0.305
H 1.223099 -0.464275 2.396430 0.40 0.93 0.07 0.346
O 1.992591 -0.980771 2.184000 -0.02 -1.79 -0.18 -0.614



132
Properties=species:S:1:pos:R:3:forces:R:3:mulliken_charge:R:1 method="wB97M-V/def2-TZVPD" homo_lumo_gap_ha=0.33322 homo_energy_ev=-8.55 lumo_ev=0.51 smiles="CN(C)C=O.CN(C)C=O.CN(C)C=O.CN(C)C=O.CN(C)C=O.CN(C)C=O.CN(C)C=O.CN(C)C=O.CN(C)C=O.CN(C)C=O.CN(C)C=O"
C 2.972676 1.762764 -5.215657 -0.55 0.09 -0.25 -0.181
O 3.809759 0.933457 -4.956043 0.83 -1.20 0.05 -0.598
N 1.827978 1.522421 -5.916836 0.28 0.80 0.80 0.177
C 0.840043 2.583553 -6.072113 0.53 -0.10 0.53 -0.879
C 1.455077 0.276721 -6.584070 0.26 0.84 3.28 -0.747
H 3.164365 2.783959 -4.846712 -0.97 -0.02 -0.57 0.558
H 1.214414 3.447701 -5.476245 -0.64 -0.40 -0.56 0.296
H -0.188398 2.251266 -5.754276 0.99 0.34 -0.11 0.226
H 0.831166 2.795329 -7.135065 -0.45 0.59 -0.21 0.343
H 0.446436 0.162977 -6.214208 -0.43 -0.90 -0.30 0.128
H 1.467962 0.476344 -7.582504 -0.11 0.14 -3.03 0.321
H 2.108140 -0.530193 -6.306818 0.17 -0.36 0.17 0.323
C -2.437144 -4.069114 -4.260598 2.23 3.47 -2.60 -0.063
O -3.373942 -4.336698 -3.598441 -2.08 -0.58 1.88 -0.451
N -2.036652 -2.777752 -4.673687 -0.51 -0.19 1.26 0.147
C -0.759727 -2.618879 -5.383804 0.02 -0.57 -0.47 -1.117
C -2.637162 -1.530476 -4.010177 -0.28 -2.42 -0.55 -0.511
H -1.777483 -4.746020 -4.774638 0.39 -1.14 -0.10 0.361
H 0.029672 -2.453092 -4.681156 0.67 0.21 0.44 0.557
H -0.787640 -1.709229 -6.013510 -0.16 -0.79 -0.05 0.335
H -0.424685 -3.551983 -5.964240 -0.93 1.42 0.63 0.280
H -1.932315 -0.695780 -4.036507 -0.10 -0.31 0.14 0.198
H -3.537172 -1.317373 -4.591526 0.09 0.45 0.13 0.334
H -2.987532 -1.824463 -2.989521 0.54 0.43 -0.69 -0.025
C 0.988881 -1.308154 4.225870 1.33 -0.33 -1.10 0.036
O 0.594906 -1.012919 5.354096 0.47 -0.08 -1.19 -0.539
N 2.147823 -0.758539 3.593518 -3.29 -2.44 0.45 0.321
C 2.455323 -1.079101 2.195237 -0.68 1.28 0.03 -0.718
C 2.923136 0.154990 4.354947 1.09 0.40 -0.40 0.074
H 0.484122 -2.154386 3.600419 0.91 1.55 0.82 0.121
H 1.988686 -2.041321 1.853092 0.48 0.93 0.42 0.190
H 3.542520 -1.071170 2.169195 0.11 -0.40 -0.53 0.523
H 2.089778 -0.190645 1.575161 0.49 -1.31 0.36 0.090
H 3.575574 -0.386757 5.058802 0.06 0.32 -0.15 0.298
H 3.508884 0.882423 3.740506 -0.42 -0.81 0.26 0.265
H 2.215665 0.716709 4.897010 -0.48 0.77 0.88 -0.671
C 4.076236 4.056672 -3.244067 -0.02 0.39 1.31 -0.240
O 3.360450 4.779156 -3.904560 -0.86 -0.03 -0.36 -0.542
N 3.702675 3.043690 -2.419045 1.24 1.17 -0.60 0.541
C 2.317927 2.847619 -2.146846 -0.23 -0.74 0.85 -0.369
C 4.679450 2.091823 -1.941157 0.19 -2.55 0.14 -0.464
H 5.104889 4.340750 -3.139028 1.26 -0.41 -0.15 0.414
H 1.799856 3.736617 -2.456918 -0.41 0.16 -0.60 0.347
H 2.222195 2.854143 -1.033018 -0.21 -0.81 -0.81 -0.289
H 1.981801 1.922096 -2.688369 -0.27 0.74 0.84 0.205
H 5.512753 2.378363 -1.290808 -0.29 1.07 -0.17 0.432
H 4.136646 1.356433 -1.264326 0.56 0.83 -1.12 -0.286
H 5.158686 1.538306 -2.812968 -0.82 0.46 1.02 0.310
C 2.787546 3.310778 1.988224 1.32 0.73 -0.37 -0.136
O 3.181006 2.517943 1.161258 0.19 -1.07 -0.77 -0.580
N 3.638003 3.996042 2.785061 -2.49 1.32 0.90 0.335
C 3.127475 4.917223 3.797353 -0.35 -0.48 -0.14 -1.123
C 5.032404 3.958411 2.650688 1.45 -1.68 -0.25 -0.953
H 1.740130 3.592436 1.975063 -0.47 0.23 0.86 0.524
H 3.796990 4.915185 4.618437 0.92 -0.02 0.75 0.467
H 2.241276 4.514893 4.274795 -0.42 0.25 -0.43 0.235
H 3.048310 5.945948 3.459962 -0.27 0.10 -0.31 0.325
H 5.244070 3.599418 1.641792 0.35 -0.03 0.15 0.193
H 5.532852 4.896687 2.829603 -0.27 0.60 -0.09 0.423
H 5.459357 3.259206 3.397135 0.03 0.09 -0.42 0.295
C -3.880346 0.351074 1.786520 -0.31 -1.19 2.19 0.262
O -3.931720 1.173348 0.925282 0.21 1.51 -1.82 -0.655
N -3.505190 0.548577 3.070150 0.38 1.15 0.79 0.078
C -3.521047 -0.594147 4.016336 -1.21 1.74 -2.15 -0.517
C -2.901301 1.874535 3.478662 -0.35 -1.98 -0.69 -0.660
H -4.215007 -0.685212 1.673974 -0.09 -0.31 -0.55 0.293
H -4.270810 -0.379498 4.767579 -0.16 -0.35 0.30 0.286
H -2.555385 -0.584089 4.420571 1.43 -0.92 0.82 0.155
H -3.802021 -1.433122 3.355774 0.38 -0.13 0.99 0.094
H -1.861756 1.688288 3.798982 -0.16 0.28 -0.78 -0.022
H -3.079465 2.502127 2.597686 0.62 0.10 0.40 0.356
H -3.367530 2.304231 4.345737 -0.74 0.07 0.35 0.341
C -5.673775 -2.695667 -1.271637 0.47 1.36 3.56 0.116
O -5.178991 -2.316979 -0.166422 -0.85 -0.70 -2.52 -0.738
N -6.552282 -1.981501 -1.980818 -0.92 0.53 -1.23 0.180
C -7.142667 -2.520934 -3.218752 0.31 -0.04 1.56 -1.001
C -7.087528 -0.677683 -1.538395 -1.28 -0.55 -0.74 -0.774
H -5.499283 -3.704945 -1.612457 0.28 -0.33 -0.65 0.416
H -8.154238 -2.792042 -2.978704 -0.76 0.13 -0.36 0.394
H -6.656478 -3.416801 -3.534276 0.63 -0.61 -0.06 0.312
H -7.052710 -1.804795 -4.000755 -0.23 0.63 -0.62 0.312
H -8.183148 -0.658090 -1.202868 1.37 -0.57 -0.76 0.269
H -6.527865 -0.436957 -0.707848 1.19 0.70 1.97 0.166
H -6.932985 0.137571 -2.259003 -0.06 -0.54 -0.17 0.311
C 3.086030 -1.891169 -3.677316 0.76 -0.46 0.09 -0.131
O 2.570632 -2.386112 -4.644746 -1.13 -0.58 -1.31 -0.597
N 2.637099 -1.980538 -2.421491 -2.23 -1.41 -0.02 0.223
C 1.401960 -2.802230 -2.129722 1.36 0.05 -1.08 -1.028
C 3.239387 -1.223380 -1.394287 0.56 0.95 0.08 -0.530
H 4.062096 -1.439610 -3.796750 0.41 0.71 0.33 0.456
H 1.098334 -3.255768 -3.077636 0.50 -0.24 0.09 0.429
H 0.517850 -2.215664 -1.900448 0.17 0.39 0.85 0.367
H 1.667419 -3.601997 -1.409835 -0.44 0.74 -0.11 0.267
H 3.295802 -1.798993 -0.468930 0.51 0.06 -0.07 0.338
H 4.189016 -0.829608 -1.821769 -0.26 -0.55 0.85 0.224
H 2.652847 -0.333256 -1.195838 -0.33 0.29 0.36 -0.018
C -0.624730 -3.616654 1.426804 0.41 -0.59 0.72 0.036
O 0.550661 -3.751218 1.135174 0.52 0.64 -0.01 -0.670
N -1.590757 -4.296818 0.825720 -0.77 0.30 -0.95 0.294
C -2.974162 -4.301418 1.259245 -0.69 0.30 1.45 -0.420
C -1.216622 -4.975290 -0.383972 1.15 -1.22 -0.78 -0.834
H -0.983003 -3.003456 2.245355 -0.05 0.46 0.45 0.312
H -3.331049 -5.307149 1.595018 0.50 0.58 -0.39 0.323
H -3.688350 -3.895623 0.541266 0.29 -0.09 -0.30 0.029
H -3.094092 -3.629163 2.156696 0.38 -0.63 -0.78 0.094
H -0.339897 -4.536010 -0.941121 -0.79 -0.20 1.19 0.034
H -0.953005 -6.032291 -0.143681 -0.16 0.58 -0.40 0.295
H -2.007818 -4.950300 -1.104640 -0.84 -0.16 -0.20 0.384
C 2.215112 2.173975 6.732330 -0.35 -1.33 0.70 0.084
O 2.520446 3.014897 5.933412 1.34 1.03 -0.76 -0.543
N 0.959187 1.785616 6.917551 -1.13 -1.44 0.91 0.276
C 0.641338 0.858647 8.004641 -1.84 1.09 0.73 -0.983
C -0.108930 2.169307 6.032494 0.75 2.20 -0.64 -0.989
H 2.868286 1.508565 7.355557 0.37 0.95 -0.26 0.262
H 0.014534 0.018218 7.660982 0.26 0.47 0.03 0.293
H 0.119350 1.402790 8.896613 0.63 -0.80 -1.64 0.280
H 1.532583 0.464413 8.416490 1.02 -0.48 0.27 0.374
H 0.223403 3.140427 5.493013 -0.61 -1.85 0.60 0.170
H -0.448794 1.381407 5.361023 0.52 -0.12 -0.11 0.265
H -0.939297 2.434575 6.644147 -0.90 0.32 0.47 0.468
C -0.964082 -0.469029 0.874131 1.09 0.85 -2.26 -0.144
O -0.617397 -0.401107 2.029719 -0.75 -0.86 0.51 -0.095
N -0.647381 0.548542 -0.027207 -1.10 -0.12 1.47 1.053
C -0.361475 1.838363 0.686464 0.02 -2.41 0.37 -0.945
C -1.349091 0.602435 -1.305347 -1.74 -0.79 1.75 -1.149
H -1.403479 -1.346568 0.307095 0.10 0.43 0.92 -0.057
H 0.114053 2.500609 0.006790 0.54 0.67 -0.34 0.403
H 0.246703 1.510654 1.564813 -0.19 0.84 -0.85 -0.074
H -1.309597 2.200851 1.051801 -0.30 0.51 0.06 0.353
H -1.893929 -0.357094 -1.502189 0.64 0.79 0.17 0.099
H -2.078440 1.411755 -1.367986 -0.24 -0.03 0.44 0.260
H -0.651366 0.807741 -2.022550 1.85 0.19 -2.27 0.425



What did we get for energy relative to the best compared isomer or geometry (same formula, charge and spin)? Answer: 5.8, 96.7, 57.9, 199.4 kcal/mol, in the order shown.